Record 1
# C29H66F3N3O8Si2

C29H66F3N3O8Si2 as an isolated structure at a distorted geometry (ωB97M-V/def2-TZVPD, the OMol25 dataset).

Calculated values
- frontier orbital gap (eV) = 9.291
- multiplicity = 1
- lowest unoccupied orbital energy (eV) = 0.31

Element x y z (Å)
C1 -3.7159 2.9842 -1.0255
C2 -2.8184 3.2452 0.3560
C3 -1.2787 3.7738 0.0097
C4 -0.7020 4.4239 1.4054
C5 0.4461 3.5159 2.1586
C6 0.1019 1.9140 2.2505
C7 -0.0418 1.3635 3.8226
C8 -1.2236 0.1839 3.9053
C9 -0.6121 -1.3380 3.9255
Si1 -1.8040 -2.6600 3.0942
O1 -0.7442 -3.9043 2.4396
Si2 -1.3229 -4.5362 0.9059
C10 -1.5845 -3.2205 -0.4761
C11 -2.6868 -3.6338 -1.6151
C12 -2.2025 -3.4885 -3.1615
C13 -1.8254 -2.0109 -3.6996
N1 -2.0222 -0.8480 -2.7934
C14 -0.7598 -0.2393 -2.2478
N2 0.0203 0.4938 -3.1526
N3 -0.2536 -0.2788 -0.8243
C15 0.0763 -5.7389 0.2322
C16 0.9149 -6.4645 1.4403
O2 -0.0451 -7.0054 2.4381
C17 2.0421 -5.5083 2.1521
F1 3.3586 -6.2292 2.0103
F2 2.2006 -4.1678 1.5403
F3 1.6471 -5.3472 3.5974
H1 -4.0118 1.8323 -1.1218
H2 -3.0867 3.2827 -1.9693
H3 -4.7500 3.5631 -0.9989
H4 -2.8387 2.2286 0.9450
H5 -3.4048 4.0261 1.0343
H6 -1.4182 4.6010 -0.8367
H7 -0.6121 2.9031 -0.4012
H8 -1.5661 4.7539 2.1601
H9 -0.1646 5.4439 1.1011
H10 1.5245 3.7484 1.7103
H11 0.4899 3.9112 3.2838
H12 -0.8983 1.6023 1.7207
H13 1.0062 1.3403 1.7529
H14 -0.4440 2.2905 4.4326
H15 0.9885 0.9910 4.2563
H16 -1.8057 0.3389 4.9330
H17 -2.0078 0.2618 3.0368
H18 0.4026 -1.3961 3.3179
H19 -0.4217 -1.7648 5.0223
H20 -2.7714 -3.1869 4.0638
H21 -2.6223 -2.0009 2.0458
H22 -2.5083 -5.3863 1.0987
H23 -0.5645 -3.0117 -1.0414
H24 -1.9303 -2.1617 -0.0509
H25 -3.7230 -3.0506 -1.5200
H26 -2.9740 -4.7778 -1.4314
H27 -3.0530 -3.9506 -3.8572
H28 -1.2661 -4.2126 -3.3147
H29 -2.4186 -1.8246 -4.7082
H30 -0.6762 -2.0299 -4.0205
H31 -2.8009 -0.9117 -2.1210
H32 -0.5116 0.4343 -4.0703
H33 0.3775 -1.0880 -0.6373
H34 -1.0134 -0.1830 -0.1142
H35 -0.4570 -6.5122 -0.4666
H36 0.7715 -5.0827 -0.4801
H37 1.4681 -7.3874 0.9696
H38 0.1516 -8.0058 2.4992
C18 -1.4406 3.3805 -6.3619
O3 -2.5800 4.1732 -6.6582
C19 -3.6771 3.8882 -5.7877
C20 -4.6351 5.0808 -5.7320
O4 -4.1753 6.1254 -4.8648
C21 -3.1015 6.9280 -5.3741
C22 -3.5549 7.9082 -6.4591
O5 -3.6635 7.2414 -7.7180
C23 -4.4701 7.9609 -8.6357
H39 -1.6755 2.3171 -6.4805
H40 -0.6445 3.6490 -7.0606
H41 -1.0916 3.5811 -5.3455
H42 -3.3182 3.6604 -4.7776
H43 -4.1997 3.0147 -6.1924
H44 -5.5788 4.7338 -5.2946
H45 -4.8693 5.4659 -6.7265
H46 -2.2663 6.3088 -5.7057
H47 -2.7450 7.5121 -4.5181
H48 -2.8088 8.7022 -6.5717
H49 -4.5166 8.3506 -6.1749
H50 -5.4889 8.0690 -8.2490
H51 -4.5168 7.3954 -9.5698
H52 -4.0355 8.9444 -8.8369
C24 5.4313 -3.7901 1.9958
O6 5.5941 -3.0442 3.1923
C25 4.3978 -3.0091 3.9734
C26 4.7293 -2.7266 5.4409
O7 5.1922 -3.8882 6.1416
C27 6.5354 -4.2962 5.8486
C28 7.5863 -3.3843 6.4870
O8 7.7652 -2.2049 5.7008
C29 8.3766 -1.1592 6.4378
H53 4.6532 -3.3401 1.3696
H54 6.3785 -3.7762 1.4511
H55 5.1797 -4.8287 2.2264
H56 3.8598 -3.9608 3.8971
H57 3.7693 -2.2045 3.5765
H58 3.8007 -2.4336 5.9451
H59 5.4263 -1.8934 5.5512
H60 6.6903 -4.4087 4.7743
H61 6.6387 -5.2933 6.2916
H62 8.5500 -3.9037 6.5233
H63 7.2755 -3.1233 7.5052
H64 7.7526 -0.8754 7.2918
H65 8.4769 -0.2897 5.7833
H66 9.3703 -1.4632 6.7798

=====

Record 2
# CHF3OS2

CHF3OS2 as an isolated structure at a distorted geometry (ωB97M-V/def2-TZVPD, the OMol25 dataset).

Calculated values
- ΔE to the lowest compared entry with this formula, charge and spin (eV) = 3.130
- frontier orbital gap (alpha / beta) (eV) = 7.543 / 7.506
- multiplicity = 1
- lowest unoccupied orbital energy (alpha / beta) (eV) = -1.63 / -1.66

Element x y z (Å)
C1 -1.2845 -0.1652 0.0425
O1 1.3666 -0.2281 -0.7203
F1 -1.3949 0.9250 -0.7336
F2 -2.0053 0.1162 1.1825
F3 -1.7676 -1.2456 -0.6653
S1 3.6361 -0.1714 -0.7410
S2 0.6840 -0.3507 0.5411
H1 0.7657 1.1197 1.0943

=====

Record 3
# C3H8N2S

One molecule with the formula C3H8N2S at a distorted geometry (ωB97M-V/def2-TZVPD, the OMol25 dataset).

Calculated values
- ΔE to the lowest compared entry with this formula, charge and spin (eV) = 2.070
- frontier orbital gap (eV) = 9.766
- SMILES = N/N=C\CCS
- multiplicity = 1
- lowest unoccupied orbital energy (eV) = 0.93

Element x y z (Å)
C1 -1.0748 0.2625 -0.3456
C2 -0.2600 -0.9105 -0.1539
C3 0.7367 -0.7622 0.9871
H1 0.7246 2.2639 -1.9129
H2 0.8517 0.6211 -1.9755
H3 -2.0123 0.2456 0.1691
H4 -0.8797 -1.7089 0.1355
H5 0.2125 -1.2076 -1.1130
H6 1.5312 0.0157 0.8725
H7 1.1899 -1.7353 1.1114
H8 -0.7172 0.6257 2.0933
N1 0.5331 1.3925 -1.4575
N2 -0.7407 1.3371 -0.9596
S1 -0.0950 -0.4395 2.5491

=====

Record 4
# C3H4N2O

One molecule with the formula C3H4N2O at a distorted geometry (ωB97M-V/def2-TZVPD, the OMol25 dataset).

Calculated values
- ΔE to the lowest compared entry with this formula, charge and spin (eV) = 4.934
- frontier orbital gap (alpha / beta) (eV) = 8.012 / 7.597
- multiplicity = 1
- lowest unoccupied orbital energy (alpha / beta) (eV) = 0.11 / 0.13

Element x y z (Å)
C1 0.2649 -0.7828 -0.9649
C2 -1.7646 0.0965 0.9059
C3 0.4298 0.4119 0.0010
N1 0.8440 -1.3873 -1.8489
N2 -0.5359 0.5663 0.9560
O1 -2.6204 -0.0389 1.6988
H1 1.3008 0.4068 0.6514
H2 0.5289 1.1242 -0.8653
H3 1.7695 -1.3809 -2.3510
H4 -0.2169 0.9844 1.8169